No. 1
C24H54O15S6 | ωB97M-V/def2-TZVPD

Last column: Löwdin charge in e.
Positions of all 99 atoms, in Å:
C1 -2.97 -6.13 4.51  -0.008
C2 -2.52 -6.19 5.99  -0.321
C3 -1.26 -5.48 6.38  -0.053
O1 -1.71 -4.93 7.62  0.143
C4 -2.94 -4.81 7.63  -0.659
O2 -3.57 -4.09 8.46  0.079
O3 -3.50 -5.49 6.69  0.119
H1 -3.14 -5.09 4.24  0.087
H2 -3.93 -6.61 4.34  0.086
H3 -2.19 -6.47 3.82  0.083
H4 -2.56 -7.22 6.33  0.158
H5 -1.00 -4.67 5.70  0.142
H6 -0.39 -6.13 6.39  0.144
C5 -4.70 -3.47 -6.78  -0.012
C6 -6.09 -3.20 -6.25  -0.283
C7 -6.34 -3.45 -4.81  -0.142
O4 -6.69 -2.25 -4.24  0.106
C8 -6.66 -1.29 -5.12  -0.621
O5 -7.04 -0.17 -4.84  0.134
O6 -6.25 -1.76 -6.24  0.105
H7 -3.90 -2.89 -6.31  0.099
H8 -4.51 -3.27 -7.83  0.086
H9 -4.62 -4.55 -6.64  0.091
H10 -6.94 -3.54 -6.83  0.161
H11 -5.40 -3.75 -4.34  0.133
H12 -6.95 -4.32 -4.55  0.142
C9 2.20 1.50 -5.91  -0.015
C10 3.35 2.27 -5.30  -0.356
C11 4.40 2.48 -6.30  -0.150
O7 4.42 3.84 -6.64  0.098
C12 3.50 4.47 -5.86  -0.507
O8 3.50 5.67 -5.69  0.149
O9 2.89 3.54 -5.13  0.104
H13 1.15 1.64 -5.65  0.094
H14 2.32 0.51 -5.47  0.080
H15 2.33 1.30 -6.98  0.083
H16 3.79 1.76 -4.44  0.160
H17 4.18 1.73 -7.05  0.125
H18 5.34 2.16 -5.85  0.137
C13 4.59 -6.96 -1.14  -0.253
S1 5.40 -7.34 0.49  0.846
O10 5.48 -8.91 0.47  -0.593
C14 7.04 -6.53 0.29  -0.278
H19 3.75 -7.65 -1.18  0.043
H20 5.26 -7.19 -1.97  0.052
H21 4.16 -5.96 -1.20  0.046
H22 6.98 -5.59 -0.26  0.042
H23 7.72 -7.13 -0.32  0.053
H24 7.55 -6.19 1.20  0.042
C15 -3.96 4.93 -7.56  -0.250
S2 -4.27 5.29 -9.37  0.839
O11 -2.94 5.31 -10.15  -0.601
C16 -5.04 3.62 -9.79  -0.251
H25 -4.96 4.87 -7.14  0.041
H26 -3.31 5.66 -7.08  0.052
H27 -3.58 3.91 -7.53  0.040
H28 -5.56 3.64 -10.74  0.041
H29 -5.92 3.47 -9.15  0.037
H30 -4.35 2.79 -9.64  0.052
C17 -0.18 2.77 8.86  -0.276
S3 -1.58 2.85 10.02  0.835
O12 -2.82 3.02 9.20  -0.556
C18 -1.06 4.51 10.52  -0.289
H31 -0.08 3.76 8.43  0.042
H32 -0.57 2.08 8.10  0.045
H33 0.80 2.48 9.26  0.059
H34 -1.72 5.34 10.26  0.064
H35 -0.04 4.82 10.30  0.044
H36 -1.03 4.45 11.61  0.033
C19 1.85 7.24 0.74  -0.301
S4 0.13 7.73 0.68  0.864
O13 -0.30 6.82 -0.53  -0.601
C20 -0.56 7.08 2.29  -0.245
H37 1.95 6.16 0.60  0.055
H38 2.29 7.35 1.72  0.045
H39 2.51 7.62 -0.04  0.058
H40 -0.58 7.97 2.92  0.032
H41 0.20 6.56 2.87  0.036
H42 -1.50 6.54 2.26  0.057
C21 7.08 -0.46 3.80  -0.263
S5 6.42 -0.49 5.54  0.837
O14 5.16 0.30 5.41  -0.581
C22 5.79 -2.20 5.41  -0.273
H43 8.02 -1.02 3.81  0.038
H44 7.40 0.58 3.72  0.038
H45 6.53 -0.81 2.93  0.061
H46 5.06 -2.19 4.60  0.048
H47 5.12 -2.54 6.19  0.049
H48 6.64 -2.87 5.24  0.047
C23 -0.11 0.83 1.93  -0.220
S6 -0.35 0.70 0.05  0.830
O15 -0.35 -0.77 -0.33  -0.594
C24 -2.08 1.33 -0.04  -0.279
H49 0.91 1.16 2.12  0.034
H50 -0.17 -0.18 2.34  0.047
H51 -0.88 1.54 2.22  0.033
H52 -2.32 2.35 0.27  0.053
H53 -2.78 0.71 0.51  0.052
H54 -2.42 1.23 -1.07  0.043

Frontier orbital gap, eV: 8.6
ΔE to the lowest compared entry with this formula, charge and spin, kcal per mole: 145.77
Max |F|, eV/Å: 9.79
LUMO level, eV: -0.1

=====

No. 2
C18H20BrCl3GeO3RuSe | ωB97M-V/def2-TZVPD

Last column: Löwdin spin population.
Positions of all 48 atoms, in Å:
Ru1 2.25 -3.54 2.18  1.524
Cl1 0.47 -8.65 2.87  0.092
C1 0.03 -7.04 2.57  0.193
C2 1.07 -6.08 2.36  0.162
C3 0.75 -4.77 2.15  0.068
Cl2 3.95 -4.52 1.24  0.258
C4 -0.63 -4.29 2.07  0.075
O1 -0.93 -3.12 1.87  0.261
C5 -1.64 -5.34 2.27  0.204
Cl3 -3.26 -4.88 2.20  0.095
C6 -1.30 -6.67 2.51  0.006
H1 2.09 -6.44 2.38  0.004
H2 -2.08 -7.40 2.66  -0.003
Br1 -2.44 3.46 2.03  0.001
C7 -1.36 1.92 2.12  0.004
C8 -1.36 1.04 1.04  0.000
C9 -0.54 -0.08 1.09  0.005
C10 0.24 -0.31 2.23  0.002
C11 0.18 0.55 3.32  0.003
C12 -0.61 1.68 3.26  0.000
C13 1.07 -1.49 2.26  0.013
O2 1.42 -2.12 3.32  0.037
O3 1.57 -2.02 1.18  0.003
H3 -2.01 1.21 0.20  0.000
H4 -0.55 -0.81 0.29  0.002
H5 0.77 0.34 4.21  0.000
H6 -0.65 2.37 4.09  0.000
C14 -0.04 3.64 -4.62  0.006
Ge1 -0.42 3.88 -2.73  0.069
C15 -2.21 3.37 -2.21  0.008
C16 0.20 5.57 -2.00  0.025
C17 0.82 2.54 -1.65  0.195
Se1 0.67 0.81 -2.28  0.581
C18 2.07 0.81 -3.62  0.053
H7 -0.66 4.35 -5.17  0.002
H8 -0.29 2.64 -4.97  0.002
H9 1.00 3.86 -4.85  0.001
H10 -2.93 3.93 -2.81  0.002
H11 -2.40 3.60 -1.16  0.000
H12 -2.40 2.31 -2.39  0.002
H13 -0.38 6.37 -2.46  0.005
H14 1.25 5.74 -2.22  0.000
H15 0.05 5.61 -0.92  0.000
H16 0.41 2.61 -0.64  0.010
H17 1.83 2.94 -1.73  0.012
H18 1.88 1.63 -4.31  0.011
H19 2.03 -0.14 -4.14  -0.001
H20 3.02 0.95 -3.12  0.010

Frontier orbital gap (spin up / spin down), eV: 6.2 / 5.7
ΔE to the lowest compared entry with this formula, charge and spin, kcal per mole: 26.10
Max |F|, eV/Å: 0.25
Multiplicity: 5
LUMO level (spin up / spin down), eV: -7.7 / -8.9
Charge: +2

=====

No. 3
C52H72N4O6P3Si | ωB97M-V/def2-TZVPD

Last column: Löwdin charge in e.
Positions of all 138 atoms, in Å:
C1 -2.37 -5.83 1.35  -0.112
C2 -2.39 -6.26 -0.12  -0.267
C3 -1.38 -7.35 -0.48  -0.226
C4 0.08 -6.91 -0.43  -0.202
C5 0.76 -7.02 0.95  -0.214
C6 2.25 -7.35 0.88  -0.199
C7 3.18 -6.13 0.79  -0.204
C8 4.07 -6.12 -0.46  -0.215
C9 5.31 -5.24 -0.34  -0.211
C10 4.99 -3.74 -0.34  -0.219
C11 4.54 -3.19 -1.70  -0.177
C12 3.52 -2.04 -1.60  -0.192
C13 3.97 -0.78 -2.32  -0.172
C14 3.21 0.50 -1.98  -0.328
C15 1.67 0.49 -2.14  -0.352
P1 1.18 -0.31 -3.77  0.903
O1 0.30 -1.60 -3.27  -0.276
O2 0.03 0.76 -4.24  -0.272
C16 1.01 -0.11 -0.92  -0.150
N1 1.53 0.54 0.32  0.118
C17 2.88 0.48 0.42  -0.500
N2 3.47 0.01 1.51  -0.284
P2 5.22 -0.13 1.58  0.735
N3 5.90 0.99 2.41  -0.227
P3 2.44 -0.51 2.92  1.021
C18 3.68 -0.74 4.25  -0.445
C19 2.91 -1.02 5.54  -0.139
C20 1.72 1.11 3.44  -0.401
C21 0.21 0.97 3.70  -0.152
N4 3.64 0.95 -0.61  -0.061
Si1 3.96 2.74 -0.55  0.507
C22 4.07 3.35 1.21  -0.148
C23 5.61 2.97 -1.39  -0.152
C24 2.69 3.71 -1.53  -0.147
H1 -1.72 -4.97 1.51  0.064
H2 -3.38 -5.54 1.66  0.060
H3 -2.05 -6.64 2.00  0.071
H4 -3.39 -6.61 -0.38  0.105
H5 -2.17 -5.39 -0.76  0.090
H6 -1.53 -8.22 0.18  0.113
H7 -1.61 -7.69 -1.50  0.107
H8 0.65 -7.54 -1.13  0.105
H9 0.13 -5.87 -0.78  0.107
H10 0.62 -6.07 1.48  0.098
H11 0.23 -7.78 1.53  0.105
H12 2.54 -7.94 1.75  0.108
H13 2.43 -7.98 0.00  0.101
H14 2.56 -5.22 0.78  0.097
H15 3.80 -6.05 1.69  0.111
H16 4.41 -7.14 -0.65  0.114
H17 3.46 -5.80 -1.31  0.108
H18 5.83 -5.48 0.58  0.112
H19 5.96 -5.44 -1.19  0.117
H20 5.88 -3.20 -0.02  0.102
H21 4.20 -3.54 0.39  0.092
H22 4.16 -4.00 -2.33  0.109
H23 5.42 -2.81 -2.22  0.113
H24 3.37 -1.84 -0.53  0.086
H25 2.57 -2.39 -2.03  0.102
H26 3.98 -0.94 -3.40  0.113
H27 5.01 -0.58 -2.03  0.111
H28 3.59 1.25 -2.68  0.119
H29 1.32 1.51 -2.23  0.091
H30 -0.42 -1.40 -2.66  0.052
H31 -0.84 0.58 -3.89  0.058
H32 -0.07 0.09 -0.92  0.130
H33 1.18 -1.18 -0.85  0.110
H34 1.04 0.19 1.14  0.072
H35 5.22 -1.41 2.12  0.002
H36 5.61 -0.31 0.26  0.018
H37 6.59 1.50 1.86  -0.012
H38 4.33 -1.59 4.04  0.059
H39 4.28 0.17 4.34  0.066
H40 2.01 -0.41 5.64  0.057
H41 2.60 -2.06 5.59  0.078
H42 3.56 -0.83 6.40  0.085
H43 2.23 1.44 4.34  0.085
H44 1.91 1.85 2.67  0.054
H45 -0.06 -0.04 4.00  0.059
H46 -0.39 1.23 2.82  0.066
H47 -0.10 1.64 4.50  0.079
H48 3.65 2.68 1.95  -0.007
H49 3.56 4.31 1.27  0.048
H50 5.12 3.50 1.47  0.033
H51 6.36 2.34 -0.92  0.031
H52 5.91 4.01 -1.37  0.048
H53 5.54 2.64 -2.44  0.038
H54 1.71 3.76 -1.06  0.026
H55 3.11 4.71 -1.64  0.055
H56 2.60 3.30 -2.53  0.036
C25 -4.84 -3.34 -1.37  -0.061
C26 -4.57 -3.17 -0.02  -0.064
C27 -5.51 -2.57 0.81  -0.001
C28 -6.71 -2.12 0.28  -0.080
C29 -6.98 -2.27 -1.08  -0.080
C30 -6.04 -2.89 -1.91  -0.001
C31 -8.25 -1.77 -1.69  -0.276
O3 -8.47 -1.91 -2.87  0.111
C32 -9.22 -1.09 -0.78  -0.084
C33 -10.39 -0.58 -1.32  0.001
C34 -11.32 0.05 -0.50  -0.051
C35 -11.08 0.16 0.86  -0.051
C36 -9.91 -0.35 1.41  0.000
C37 -8.97 -0.97 0.59  -0.085
C38 -7.71 -1.49 1.19  -0.277
O4 -7.50 -1.40 2.38  0.107
H57 -4.11 -3.82 -2.01  0.102
H58 -3.64 -3.52 0.39  0.083
H59 -5.32 -2.44 1.87  0.120
H60 -6.26 -3.01 -2.96  0.122
H61 -10.57 -0.67 -2.39  0.122
H62 -12.23 0.45 -0.92  0.110
H63 -11.80 0.64 1.50  0.110
H64 -9.71 -0.27 2.47  0.121
C39 -1.16 5.06 -2.67  -0.059
C40 -1.14 4.64 -1.34  -0.084
C41 -1.12 5.57 -0.32  -0.010
C42 -1.11 6.93 -0.62  -0.080
C43 -1.12 7.34 -1.95  -0.076
C44 -1.15 6.41 -2.97  0.004
C45 -1.08 8.80 -2.30  -0.276
O5 -1.09 9.16 -3.46  0.115
C46 -1.02 9.78 -1.18  -0.083
C47 -0.94 11.13 -1.47  0.003
C48 -0.89 12.06 -0.45  -0.049
C49 -0.92 11.64 0.88  -0.050
C50 -1.00 10.30 1.18  0.000
C51 -1.04 9.36 0.16  -0.085
C52 -1.10 7.91 0.51  -0.278
O6 -1.14 7.54 1.66  0.105
H65 -1.18 4.33 -3.47  0.105
H66 -1.14 3.58 -1.11  0.096
H67 -1.11 5.26 0.72  0.118
H68 -1.16 6.75 -4.00  0.123
H69 -0.91 11.44 -2.51  0.123
H70 -0.82 13.12 -0.68  0.111
H71 -0.89 12.37 1.67  0.110
H72 -1.03 9.96 2.21  0.121

Frontier orbital gap, eV: 8.3
ΔE to the lowest compared entry with this formula, charge and spin, kcal per mole: 0.00
Max |F|, eV/Å: 0.95
LUMO level, eV: -2.9
Charge: +1

=====

| no. | E (eV) |
| --- | --- |
| 1 | -121476.8884 |
| 2 | -257168.1145 |
| 3 | -109079.6327 |